Record 1
Molecular formula: C36H43B2N7O19
Method: DFT, ωB97M-V/def2-TZVPD

```
107
Properties=species:S:1:pos:R:3:forces:R:3:lowdin_charge:R:1
C 4.713737 -4.157678 -3.174287 -0.024 0.291 -0.295 -0.079
C 4.769550 -2.841155 -2.425209 -0.083 -0.659 1.099 -0.381
C 3.349551 -2.415765 -2.014286 0.680 0.381 -0.485 -0.060
C 5.662582 -3.008145 -1.183094 0.355 0.156 0.058 -0.311
C 5.061143 -3.895476 -0.108750 -0.382 0.011 -0.569 -0.038
C 6.104580 -1.630624 -0.654869 -0.583 -1.070 -0.399 -0.143
O 6.339525 -1.730625 0.732033 0.205 0.122 -0.210 -0.053
C 6.752351 -0.587823 1.434378 0.436 -0.556 0.866 -0.316
C 7.753364 0.182779 0.694943 1.078 1.069 -2.833 -0.158
N 8.415486 0.678939 -0.131700 -1.043 -0.858 1.932 0.215
B 7.533766 -1.146456 2.739460 0.629 -0.149 0.255 -0.547
N 8.775209 -0.545710 3.122084 -0.590 -0.477 -0.054 0.209
O 7.030099 -2.217257 3.464796 -0.884 0.569 -0.190 0.165
C 5.578420 0.355573 1.886296 0.527 -0.252 -0.154 -0.193
C 6.154755 1.194655 2.930747 0.689 1.794 1.999 -0.209
N 6.577055 1.902924 3.757937 -0.770 -1.426 -1.473 0.218
C 5.141192 1.333426 0.758465 -0.329 -0.121 0.392 -0.061
C 3.661721 1.557830 0.532275 -0.651 1.228 -1.562 -0.652
N 3.641273 2.575550 -0.568337 0.577 -0.023 0.700 0.076
N 2.930644 2.160964 1.618503 -0.281 -0.139 -0.107 0.118
N 2.982035 0.339299 0.123182 0.610 -0.038 0.986 0.131
B 4.414933 -0.471305 2.637103 -1.156 0.295 -0.320 -0.567
N 3.645685 0.250790 3.670914 0.562 -0.642 0.106 0.161
O 4.087425 -1.763326 2.330095 0.805 0.262 -0.376 0.169
H 5.697970 -4.569095 -3.335921 0.399 -0.120 -0.164 0.078
H 4.133227 -4.893158 -2.640597 -0.218 -0.268 0.230 0.068
H 4.239491 -4.000889 -4.130730 -0.183 -0.100 -0.454 0.078
H 5.245797 -2.108851 -3.060243 0.064 0.427 -0.287 0.132
H 2.691276 -3.262483 -2.102738 -0.475 -0.216 0.035 0.075
H 3.006274 -1.609418 -2.645769 -0.387 0.155 -0.329 0.077
H 3.320385 -2.047823 -1.003644 -0.090 0.051 0.498 0.048
H 6.561784 -3.498326 -1.535924 0.365 -0.226 -0.083 0.130
H 4.276970 -3.380676 0.420072 -0.103 0.165 0.493 0.065
H 5.812004 -4.267625 0.561537 0.281 0.083 0.523 0.085
H 4.607082 -4.760338 -0.567162 -0.141 -0.410 -0.227 0.073
H 7.004510 -1.386045 -1.194549 0.432 0.567 -0.108 0.124
H 5.322206 -0.922786 -0.902270 -0.154 0.407 0.176 0.106
H 9.018918 -0.752589 4.076746 0.423 -0.228 0.067 0.086
H 9.540689 -0.739968 2.495180 0.243 0.662 -0.154 0.094
H 6.691950 -1.981866 4.327532 0.117 -0.186 0.458 0.106
H 5.551316 2.308267 0.956112 0.251 0.431 0.180 0.133
H 5.583806 1.052586 -0.180892 0.199 -0.396 -0.342 0.104
H 2.736716 2.584302 -1.006902 -0.243 0.068 -0.149 0.060
H 4.364441 2.399407 -1.248974 -0.063 -0.107 -0.326 0.061
H 3.556283 2.500806 2.328983 -0.018 0.132 0.247 0.076
H 2.314171 1.485139 2.037367 0.058 -0.088 0.251 0.048
H 2.035532 0.578661 -0.137160 -0.159 -0.163 -0.118 0.038
H 3.468687 0.027541 -0.699401 -0.153 -0.314 -0.366 0.053
H 3.970228 -0.022518 4.594836 0.005 0.469 0.221 0.088
H 2.682165 -0.057012 3.611189 -0.175 -0.124 0.246 0.065
H 4.080255 -2.270619 3.139342 -0.558 -0.441 0.243 0.112
C -0.863458 -1.359144 -1.041268 0.181 0.171 0.015 0.086
C -2.027750 -2.017394 -1.135771 0.334 -0.072 -0.003 -0.229
C -3.347353 -1.320209 -0.950915 -0.093 0.540 0.149 -0.294
O -4.362061 -1.981467 -1.064596 0.082 -0.280 -0.030 0.096
C -3.344615 0.098077 -0.643079 -0.264 -0.211 -0.013 0.087
C -2.182416 0.751912 -0.548013 -0.275 0.170 0.043 -0.226
C -0.866472 0.062336 -0.753427 0.107 -0.523 -0.078 -0.293
O 0.144418 0.736545 -0.659544 -0.125 0.321 0.005 0.080
O -2.110411 2.047501 -0.265273 0.134 -0.064 -0.038 0.115
O -2.104240 -3.312011 -1.393214 -0.155 -0.009 -0.011 0.130
H 0.093365 -1.846765 -1.170320 -0.017 -0.022 -0.007 0.132
H -4.297512 0.591281 -0.504293 0.112 -0.081 -0.039 0.112
H -1.163086 2.275674 -0.255171 0.098 0.060 0.013 0.120
H -3.054744 -3.532727 -1.406711 -0.090 -0.064 -0.010 0.124
C -0.319249 4.901271 4.537270 -0.188 0.097 -0.067 0.080
C 0.456627 3.826494 4.730089 0.013 0.339 0.065 -0.236
C 0.096639 2.480398 4.170649 -0.432 -0.144 -0.343 -0.312
O 0.859677 1.554757 4.373942 0.224 -0.051 0.142 0.088
C -1.139009 2.351826 3.418071 0.197 -0.148 0.040 0.074
C -1.915782 3.425601 3.225692 -0.016 -0.346 -0.110 -0.238
C -1.546378 4.778587 3.767739 0.434 0.203 0.313 -0.312
O -2.296086 5.705755 3.535699 -0.241 -0.040 -0.143 0.117
O -3.053867 3.378528 2.550896 -0.054 0.144 0.008 0.110
O 1.588427 3.868426 5.415912 0.021 -0.153 -0.003 0.124
H -0.069057 5.875123 4.932574 0.034 -0.001 -0.001 0.137
H -1.394140 1.374842 3.032337 -0.030 -0.004 -0.012 0.133
H -3.412294 4.285922 2.559230 -0.107 0.115 0.001 0.119
H 1.957370 2.966172 5.391204 0.098 -0.065 -0.019 0.120
C -8.671887 4.046114 0.582557 0.205 0.045 0.104 0.078
C -9.558864 3.464723 -0.235631 0.024 0.242 0.251 -0.239
C -9.156052 2.397760 -1.214206 0.475 -0.216 -0.111 -0.311
O -10.020955 1.905679 -1.910417 -0.262 0.079 0.000 0.115
C -7.753798 2.014671 -1.277635 -0.176 -0.086 -0.115 0.085
C -6.870069 2.599013 -0.461327 -0.015 -0.259 -0.285 -0.225
C -7.274820 3.647774 0.533414 -0.490 0.219 0.094 -0.311
O -6.411066 4.115303 1.249333 0.311 -0.040 0.011 0.110
O -5.576391 2.296031 -0.468403 -0.030 0.254 0.185 0.090
O -10.845115 3.779776 -0.244870 -0.043 -0.085 -0.090 0.121
H -8.951507 4.812487 1.291026 -0.030 -0.001 0.001 0.137
H -7.469914 1.257450 -1.996019 0.029 0.003 0.006 0.131
H -5.159868 2.860300 0.212295 0.078 0.021 0.042 0.117
H -11.257222 3.212666 -0.922325 -0.075 -0.055 -0.067 0.121
C -6.445477 -2.194578 -3.543619 0.052 -0.124 0.126 0.080
C -6.816989 -1.357214 -4.519351 0.180 -0.043 0.274 -0.237
C -7.830429 -1.741730 -5.558397 -0.275 -0.438 -0.087 -0.316
O -8.124868 -0.915877 -6.400169 0.123 0.244 -0.021 0.110
C -8.399764 -3.078329 -5.502864 -0.016 0.177 -0.126 0.076
C -8.027986 -3.919105 -4.529469 -0.217 0.027 -0.276 -0.240
C -7.031320 -3.524511 -3.476049 0.289 0.466 0.061 -0.308
O -6.757866 -4.341652 -2.618945 -0.082 -0.270 -0.001 0.111
O -8.504474 -5.150750 -4.419270 0.054 -0.049 0.105 0.118
O -6.325891 -0.129078 -4.640479 -0.070 0.059 -0.078 0.109
H -5.718309 -1.921786 -2.790145 -0.089 -0.024 -0.017 0.104
H -9.116911 -3.351528 -6.263561 -0.012 -0.023 0.011 0.136
H -8.074564 -5.534779 -3.633114 0.033 -0.062 0.093 0.119
H -6.764380 0.257849 -5.420769 -0.046 0.061 -0.087 0.118
```
Positions in Å, forces in eV/Å.

Computed properties:
Energy in eV: -88716.31705
Frontier orbital gap in eV: 6.9
LUMO level in Eh: -0.0691
HOMO level in eV: -8.7

***

Record 2
Molecular formula: C36H43BN12O3PbS
Method: DFT, ωB97M-V/def2-TZVPD

```
97
Properties=species:S:1:pos:R:3:forces:R:3:lowdin_spin:R:1
Pb -0.812304 0.182696 0.097959 0.307 0.111 0.569 -0.001
C -2.594723 2.265423 -2.213541 0.050 -0.076 -0.019 0.000
C -1.382393 3.007453 -2.802633 0.038 -0.032 -0.047 0.000
C -0.097619 2.262541 -3.086944 -0.156 0.056 -0.242 0.000
C 0.594631 2.541936 -4.349859 -0.092 0.008 0.089 0.000
C 1.797422 1.965023 -4.679115 0.041 -0.059 0.027 0.000
C 2.367811 1.136492 -3.728652 -0.012 -0.055 -0.069 0.000
C 1.655248 0.808548 -2.497189 0.097 0.158 0.343 0.000
N 0.412945 1.461086 -2.228228 0.005 0.091 0.068 0.000
N -2.648870 2.042615 -0.750713 0.037 0.002 -0.257 0.001
C -2.562904 3.320032 -0.036671 -0.074 -0.033 0.050 0.002
C -2.335622 3.204922 1.452569 -0.020 0.077 -0.034 0.059
C -2.720494 4.334930 2.232267 -0.013 -0.005 0.009 0.309
C -2.287498 4.434739 3.556259 0.022 0.022 0.006 0.018
C -1.570448 3.411105 4.088136 0.078 -0.013 -0.058 0.289
C -1.400231 2.141351 3.326479 -0.061 0.017 -0.019 0.056
N -1.723904 2.159664 1.914701 0.049 0.000 0.086 0.172
C -3.958467 1.428082 -0.439162 0.102 -0.009 0.039 0.000
C -4.065857 -0.051358 -0.720322 0.045 0.037 -0.021 0.000
C -5.232333 -0.581818 -1.246552 -0.010 -0.004 -0.010 0.000
C -5.358959 -1.958065 -1.363823 0.003 -0.015 -0.009 0.000
C -4.313585 -2.768405 -0.945813 -0.050 -0.003 -0.010 0.000
C -3.174545 -2.167827 -0.449113 0.072 0.041 0.033 0.000
N -3.045262 -0.836994 -0.344811 -0.003 0.059 -0.023 0.000
H -2.706194 1.291906 -2.697724 0.012 0.032 -0.026 0.000
H -3.468047 2.860530 -2.507929 -0.037 -0.006 -0.005 0.000
H -1.105861 3.861711 -2.178351 -0.005 0.017 -0.089 0.000
H -1.727650 3.444260 -3.739886 0.001 0.013 -0.018 0.000
H 0.135497 3.239008 -5.044163 -0.021 0.001 0.028 0.000
H 2.295710 2.191205 -5.613100 -0.002 -0.021 0.017 0.000
H 3.337625 0.670199 -3.879036 -0.001 0.035 0.010 0.000
H 1.358450 -0.265692 -2.650059 -0.006 -0.044 -0.144 0.000
H -3.460367 3.924498 -0.221379 -0.003 0.023 -0.005 -0.001
H -1.717192 3.900156 -0.409224 -0.006 -0.039 0.032 0.001
H -3.284742 5.134758 1.772052 0.025 -0.024 -0.018 0.015
H -2.488454 5.328000 4.131808 0.011 -0.002 -0.004 -0.005
H -1.153500 3.453030 5.085403 -0.053 -0.040 0.022 0.011
H -2.032522 1.387054 3.802484 -0.062 -0.159 0.080 0.031
H -4.757499 1.954771 -0.972613 -0.029 0.018 0.026 0.000
H -4.143015 1.564572 0.628022 0.014 0.014 0.036 0.000
H -6.038056 0.074855 -1.546790 0.006 0.000 0.000 0.000
H -6.264058 -2.390730 -1.769775 0.004 0.004 0.010 0.000
H -4.378568 -3.845975 -1.001846 0.007 0.009 0.000 0.000
H -2.328950 -2.754048 -0.110594 0.000 0.019 -0.023 0.000
C 3.353999 3.112927 -1.281371 -0.079 -0.123 -0.005 0.000
C 3.357029 1.687087 -0.844723 -0.008 -0.013 0.055 0.000
C 4.057281 1.063939 0.149741 0.082 -0.150 -0.145 0.000
C 3.572448 -0.260795 0.186027 0.087 0.045 0.049 0.000
N 2.633959 -0.471318 -0.714429 0.100 0.143 0.033 0.000
N 2.498954 0.733756 -1.338320 -0.057 0.028 -0.067 0.000
B 1.370939 -2.875369 0.390072 0.050 0.157 -0.017 0.000
N 0.656333 -2.491763 1.603393 0.126 -0.003 -0.073 0.000
C 0.849176 -3.006592 2.862807 0.042 -0.015 -0.070 0.000
C -0.252244 -2.730503 3.608810 -0.112 0.047 0.074 0.000
C -1.118467 -2.017179 2.752095 0.031 0.091 0.142 0.000
C -2.500274 -1.541248 3.048699 0.058 -0.004 0.034 0.001
N -0.567077 -1.856579 1.561290 -0.153 -0.335 -0.174 0.000
N 0.691811 -2.843839 -0.931019 -0.022 -0.077 0.116 0.000
C 0.729378 -3.867550 -1.824619 -0.049 0.030 -0.024 0.000
C -0.045008 -3.527102 -2.900729 0.020 0.027 -0.039 0.000
C -0.539839 -2.246893 -2.597829 0.001 -0.070 -0.041 0.000
C -1.426608 -1.395960 -3.450780 0.034 -0.002 0.041 0.000
N -0.104346 -1.846793 -1.405035 -0.004 0.036 -0.104 -0.001
N 2.688921 -3.416683 0.412777 -0.195 -0.078 -0.172 0.000
C 3.571463 -3.518924 -0.654975 -0.067 -0.041 0.095 0.000
C 4.706664 -4.080038 -0.191273 0.067 0.007 0.087 0.000
C 4.473460 -4.311995 1.205391 0.114 -0.083 0.029 0.000
C 5.410257 -4.937442 2.183769 -0.031 -0.012 -0.010 0.000
N 3.279522 -3.911346 1.558734 0.052 0.156 -0.101 0.000
H 4.313504 3.570456 -1.053352 0.009 0.011 -0.003 0.000
H 3.186777 3.235820 -2.354782 0.023 -0.024 -0.034 0.000
H 2.579743 3.670323 -0.749959 -0.005 0.011 0.002 0.000
H 4.820441 1.502386 0.770682 -0.026 -0.001 -0.005 0.000
H 3.878634 -1.064858 0.839182 -0.010 0.016 -0.012 0.000
H 1.745827 -3.560835 3.084389 -0.010 0.034 -0.029 0.000
H -0.431400 -3.008323 4.634016 -0.004 -0.016 -0.032 0.000
H -2.608792 -1.305220 4.105824 -0.005 0.043 -0.017 0.000
H -2.771215 -0.673558 2.447325 -0.006 0.061 0.006 0.000
H -3.213766 -2.335657 2.819357 -0.012 0.010 0.019 0.000
H 1.280954 -4.771701 -1.624205 0.031 0.031 0.043 0.000
H -0.235315 -4.116808 -3.781792 -0.006 0.007 0.023 0.000
H -1.909292 -2.006770 -4.210570 -0.016 0.012 -0.009 0.000
H -2.205211 -0.910957 -2.860650 0.005 -0.015 0.011 0.000
H -0.857625 -0.622226 -3.975814 -0.006 -0.019 0.000 0.000
H 3.318824 -3.134987 -1.628252 -0.020 -0.047 0.024 0.000
H 5.609127 -4.293121 -0.739449 -0.026 -0.011 0.000 0.000
H 6.384562 -5.103709 1.731350 0.010 0.005 0.010 0.000
H 5.533459 -4.308018 3.063844 -0.007 0.014 -0.010 0.000
H 5.020454 -5.898825 2.518495 0.005 -0.006 -0.018 0.000
C 2.345105 2.040350 4.099654 0.034 0.010 -0.034 0.002
S 1.177099 2.253770 2.810594 -0.036 -0.143 0.089 0.002
O -0.083305 1.562155 3.518444 -0.044 -0.010 -0.167 0.023
O 0.891868 3.633305 2.574036 -0.053 0.032 -0.022 0.013
O 1.548404 1.426971 1.691267 -0.274 -0.028 -0.006 0.002
H 1.975221 2.546591 4.987711 0.036 0.020 -0.008 0.000
H 3.276380 2.490245 3.758957 0.003 -0.013 0.015 0.000
H 2.467164 0.973163 4.272663 0.014 0.030 0.019 0.000
```
Positions in Å, forces in eV/Å.

Computed properties:
Energy in eV: -78789.03879
Multiplicity: 2
Frontier orbital gap (alpha / beta) in eV: 4.0 / 4.8
LUMO level (alpha / beta) in Eh: -0.4100 / -0.4100
ΔE to the lowest compared entry with this formula, charge and spin in eV: 1.247
HOMO level (alpha / beta) in eV: -15.1 / -16.0
Charge: +3